Density functional theory data (ωB97M-V with the def2-TZVPD basis set) for a 7-piece molecular cluster, C34H48N6O12 overall in a non-equilibrium geometry.

Each line ends with the Mulliken charge.
CARTESIAN COORDINATES (ANGSTROEM)
1 O 42.906 37.419 5.572  -0.546
2 O 52.779 39.690 3.199  -0.381
3 O 51.639 36.536 4.997  -0.245
4 O 44.363 38.933 6.432  -0.551
5 O 48.484 39.055 8.519  -0.574
6 O 47.825 42.028 1.169  -0.517
7 O 48.271 39.613 10.623  -0.609
8 O 50.608 32.737 7.742  -0.962
9 O 56.472 34.842 6.547  -0.690
10 O 52.711 34.650 5.276  -0.756
11 O 51.127 35.072 6.650  -0.339
12 O 46.804 40.217 0.419  -0.551
13 N 43.992 37.854 5.788  0.909
14 N 47.503 40.790 1.308  0.797
15 N 53.658 38.734 3.290  1.338
16 N 48.772 39.047 9.639  1.099
17 N 55.831 33.840 8.498  0.166
18 N 49.852 31.013 8.994  0.164
19 C 54.812 38.856 4.198  1.369
20 C 48.700 30.465 9.780  -1.034
21 C 55.551 37.497 4.550  -1.456
22 C 46.068 34.666 4.410  -0.692
23 C 55.913 36.730 3.214  -1.226
24 C 53.736 37.731 2.189  1.225
25 C 52.382 36.310 10.767  -0.283
26 C 50.305 37.872 11.427  -0.889
27 C 52.319 37.315 1.756  -1.868
28 C 48.635 38.759 2.450  -1.181
29 C 54.724 33.259 9.331  -1.377
30 C 49.502 39.019 4.952  1.195
31 C 49.171 38.087 3.688  -0.368
32 C 51.902 35.452 5.630  0.516
33 C 50.046 38.291 10.027  0.041
34 C 50.891 37.665 8.963  0.100
35 C 44.888 35.589 4.655  -0.453
36 C 45.066 36.824 5.554  0.008
37 C 51.092 30.209 8.844  -0.671
38 C 49.696 32.124 8.291  -0.028
39 C 47.356 34.842 4.942  -0.739
40 C 49.300 40.434 4.864  -0.904
41 C 54.318 38.365 0.959  -1.471
42 C 46.443 37.161 6.092  -0.743
43 C 57.215 33.497 8.875  -1.122
44 C 48.211 40.188 2.427  0.057
45 C 47.556 36.134 5.804  -0.084
46 C 48.629 41.087 3.678  -0.371
47 C 54.042 39.317 5.618  -1.525
48 C 51.563 36.959 11.602  -0.242
49 C 54.525 36.443 2.665  -1.244
50 C 52.055 36.621 9.272  0.264
51 C 55.881 39.933 3.688  -2.244
52 C 55.579 34.639 7.424  0.243
53 H 54.494 35.754 1.891  0.536
54 H 51.989 36.502 2.315  0.423
55 H 54.482 37.695 0.016  0.326
56 H 53.587 39.157 0.452  0.334
57 H 56.226 37.806 5.223  0.990
58 H 52.592 36.013 8.354  0.007
59 H 49.376 37.098 3.816  0.892
60 H 54.812 39.174 6.411  0.462
61 H 53.751 40.309 5.657  0.567
62 H 45.911 33.895 3.926  0.706
63 H 51.125 29.590 9.722  0.339
64 H 56.597 37.097 2.534  0.535
65 H 56.395 40.343 4.480  0.527
66 H 49.866 38.369 5.897  -1.046
67 H 48.211 38.342 1.640  0.707
68 H 43.775 35.394 4.219  0.253
69 H 53.028 35.543 11.091  0.273
70 H 57.409 33.657 9.792  0.493
71 H 54.818 32.198 9.518  0.386
72 H 53.784 36.031 3.296  0.259
73 H 48.632 36.274 6.034  0.295
74 H 51.725 38.286 1.415  0.308
75 H 50.996 34.240 7.005  0.477
76 H 52.052 30.773 8.711  0.099
77 H 55.004 39.003 1.381  0.424
78 H 53.216 38.666 6.161  0.031
79 H 50.568 37.917 7.965  0.150
80 H 51.816 36.492 12.749  0.112
81 H 48.533 42.257 3.832  0.263
82 H 53.882 33.110 8.838  0.589
83 H 52.294 36.915 0.825  0.672
84 H 49.556 40.993 5.585  0.889
85 H 47.865 31.162 9.964  0.316
86 H 56.466 35.988 3.697  0.507
87 H 50.996 29.727 7.796  0.260
88 H 48.224 29.658 9.497  0.419
89 H 57.158 32.400 8.830  0.361
90 H 48.759 32.493 8.451  0.456
91 H 49.714 38.116 12.173  0.623
92 H 54.440 35.005 7.302  0.276
93 H 48.179 34.157 4.842  0.563
94 H 54.615 33.770 10.274  0.334
95 H 49.112 30.436 10.893  0.334
96 H 54.862 36.828 5.056  0.266
97 H 58.046 33.952 8.254  0.261
98 H 56.571 39.757 2.950  0.487
99 H 46.690 37.971 6.573  1.024
100 H 55.524 40.783 3.297  0.681

Properties
* DFT total energy: -2554.68696 hartree
* 2S+1: 1
* charge: 0
* energy above the lowest of the compared OMol25 structures with the same formula, charge and spin: 207.3 kJ/mol
* M: 732.79 g mol⁻¹